Entry 1:
2 unconnected molecules or ions with the total composition C4H9NO at a distorted geometry, computed with ωB97M-V/def2-TZVPD.

```
15
Properties=species:S:1:pos:R:3:forces:R:3:nbo_charge:R:1
C -1.365046 -0.931914 -1.716926 0.9 -0.2 0.6 -0.42
C -0.352660 -0.318955 -1.112636 0.4 2.0 -0.6 -0.17
C 0.635978 0.693154 -1.781779 -1.2 -0.2 0.9 -0.66
H -2.022458 -1.536215 -1.099283 -0.2 0.1 -0.4 0.20
H -1.444951 -0.896706 -2.794941 -0.3 -0.2 0.0 0.19
H -0.293218 -0.241184 -0.024796 -0.2 -0.5 -0.4 0.19
H 0.917634 0.491042 -2.809780 0.3 -0.5 0.1 0.21
H 1.471540 0.840468 -1.086512 0.1 -0.1 -0.6 0.21
H 0.139883 1.677574 -1.845448 0.0 -0.3 0.3 0.23
N 0.508842 -0.626025 2.091526 0.3 -0.3 2.0 -0.83
C 0.105441 0.614345 2.551768 -0.1 -0.2 -1.9 0.52
O 0.098460 1.592897 1.845604 0.0 0.3 0.5 -0.58
H 1.160153 -0.740934 1.332212 -0.1 0.5 -0.2 0.40
H 0.779454 -1.178103 2.898362 -0.1 -0.5 -0.4 0.38
H -0.339051 0.560557 3.552628 0.1 0.1 0.2 0.11
```
Forces are in eV/Å.

Properties
LUMO = 0.9 eV
Orbital gap = 10.35 eV
Highest occupied orbital energy = -9.5 eV
Relative energy (zero: lowest compared OMol25 entry of this formula, charge and spin) = 40.3 kcal per mole
SMILES = C=CC.NC=O
F_max = 2.102 eV/Å

=====

Entry 2:
C4H9NO in the gas phase at a distorted geometry, computed with ωB97M-V/def2-TZVPD.

```
15
Properties=species:S:1:pos:R:3:forces:R:3:nbo_charge:R:1
C 2.106818 -0.592050 0.090097 -1.1 -0.1 -0.5 -0.60
C 0.768126 0.173847 0.302215 1.1 -0.5 0.4 -0.40
C -0.318257 -0.265344 -0.657814 -0.6 1.6 -0.6 -0.51
C -1.652432 0.495883 -0.545715 -0.8 -0.7 0.2 0.68
N -2.076412 0.764111 0.730180 0.8 -0.4 0.0 -0.84
O -2.369267 0.723396 -1.499602 0.5 0.1 -0.1 -0.61
H 2.626324 -0.698326 1.034388 0.3 0.0 -0.1 0.21
H 1.875812 -1.574153 -0.329617 0.1 -0.2 0.3 0.20
H 2.711282 -0.115589 -0.674979 0.3 0.2 0.1 0.21
H 0.993743 1.233208 0.195640 -0.3 0.2 0.0 0.21
H 0.507890 0.012955 1.351761 -0.3 0.0 0.0 0.18
H -0.574218 -1.320785 -0.589386 0.2 -0.1 0.0 0.23
H -0.025698 -0.006537 -1.678663 0.2 -0.5 0.0 0.24
H -1.496180 0.298115 1.420438 -0.8 0.4 0.3 0.38
H -3.077530 0.871268 0.851063 0.4 0.0 0.2 0.41
```
Forces are in eV/Å.

Properties
LUMO = 0.9 eV
Orbital gap = 10.52 eV
Highest occupied orbital energy = -9.6 eV
Relative energy (zero: lowest compared OMol25 entry of this formula, charge and spin) = 8.4 kcal per mole
SMILES = CCCC(N)=O
F_max = 1.744 eV/Å

=====

Entry 3:
2 unconnected molecules or ions with the total composition C4H9NO at a distorted geometry, computed with ωB97M-V/def2-TZVPD.

```
15
Properties=species:S:1:pos:R:3:forces:R:3:nbo_charge:R:1
C 2.072238 -2.254726 -0.942848 -0.3 0.7 -1.7 -0.49
C 1.876402 -1.181786 -0.209574 2.4 0.5 1.5 0.12
O 2.879367 -0.893900 0.829374 -4.7 1.8 0.5 -0.69
H 1.793292 -2.180681 -2.006377 -0.8 -0.6 0.8 0.21
H 2.759447 -3.019112 -0.687666 0.8 -0.3 0.3 0.21
H 1.105402 -0.428184 -0.396482 0.6 0.0 0.1 0.18
H 2.346900 -0.216738 1.428794 2.1 -2.1 -1.5 0.47
C -1.734931 1.144800 1.173728 -2.1 2.7 -1.3 -0.02
N -2.698347 1.165501 0.305896 2.8 -2.4 -0.3 -0.43
C -2.524783 1.771732 -1.024675 -0.9 -0.5 -0.9 -0.44
H -1.400679 0.302755 1.715029 -0.8 -1.3 1.1 0.16
H -1.293898 2.087195 1.549663 0.9 -0.1 -1.0 0.13
H -1.539760 2.251830 -1.245544 -0.8 -0.1 0.5 0.18
H -2.669122 0.921825 -1.819925 0.6 1.2 1.7 0.21
H -3.381649 2.393681 -1.293550 0.2 0.5 0.2 0.21
```
Forces are in eV/Å.

Properties
LUMO = 0.1 eV
Orbital gap = 8.86 eV
Highest occupied orbital energy = -8.7 eV
Relative energy (zero: lowest compared OMol25 entry of this formula, charge and spin) = 114.9 kcal per mole
SMILES = C=CO.C=NC
F_max = 5.063 eV/Å

=====

Entry 4:
C4H9NO in the gas phase at a distorted geometry, computed with ωB97M-V/def2-TZVPD.

```
15
Properties=species:S:1:pos:R:3:forces:R:3:nbo_charge:R:1
C -1.921578 -0.542611 -0.219916 -0.2 -0.1 0.0 -0.42
N -1.027567 0.603566 -0.229874 0.2 -0.1 0.0 -0.62
C 0.267977 0.328768 0.317669 0.2 0.2 -0.6 0.32
C 1.076880 -0.874905 -0.243065 -0.4 0.1 -0.1 -0.65
C 1.250976 1.401123 0.501813 -0.1 -0.7 0.8 -0.12
O 0.430461 0.361662 1.676053 1.8 0.7 -0.7 -0.49
H -1.647850 -1.362127 -0.905582 0.0 0.2 0.1 0.17
H -1.939494 -0.942722 0.798032 -0.1 0.0 -0.1 0.21
H -2.929230 -0.207927 -0.471303 0.0 -0.1 0.0 0.21
H -0.895596 0.977882 -1.164025 -0.2 0.0 0.1 0.36
H 0.397756 -1.691109 -0.429104 -0.1 -0.4 -0.2 0.22
H 1.581490 -0.596418 -1.166549 -0.1 -0.1 -0.2 0.20
H 1.832087 -1.216513 0.472797 -0.2 0.3 -0.1 0.23
H 1.234202 2.262567 1.137017 -1.0 0.7 -0.5 0.22
H 2.165272 1.290495 -0.118107 0.1 -0.6 1.5 0.19
```
Forces are in eV/Å.

Properties
LUMO = 0.5 eV
Orbital gap = 9.62 eV
Highest occupied orbital energy = -9.2 eV
Relative energy (zero: lowest compared OMol25 entry of this formula, charge and spin) = 93.9 kcal per mole
SMILES = CN[C@@]1(C)CO1
F_max = 2.087 eV/Å

=====

Entry 5:
2 unconnected molecules or ions with the total composition C4H9NO at a distorted geometry, computed with ωB97M-V/def2-TZVPD.

```
15
Properties=species:S:1:pos:R:3:forces:R:3:nbo_charge:R:1
C 1.888147 0.817683 1.261145 -0.7 1.5 0.7 -0.03
N 0.623386 0.702768 1.480192 2.2 -2.4 -1.7 -0.43
C 0.207839 -0.602495 2.142013 -0.1 1.7 1.2 -0.47
H 2.204175 1.307809 0.354793 -0.1 1.0 -0.2 0.15
H 2.770752 0.719189 1.939540 -0.8 -1.5 -0.1 0.15
H 0.730341 -1.510100 1.687717 -0.9 1.4 0.6 0.22
H -0.882534 -0.509563 1.910450 0.8 -1.2 0.7 0.21
H 0.410898 -0.505519 3.258218 -0.4 -0.6 -1.2 0.19
C -1.066504 0.518404 -2.061150 -0.7 3.5 0.8 -0.75
C -1.178432 -0.981894 -2.071231 2.3 0.3 -0.9 0.42
O -0.165013 -1.685562 -2.095936 -2.7 0.8 0.1 -0.53
H -0.123573 1.132972 -2.390536 -1.3 -2.1 0.8 0.24
H -1.251998 0.671255 -0.924955 0.6 0.2 -1.5 0.26
H -1.911347 1.210752 -2.512445 1.1 -2.1 0.6 0.23
H -2.256137 -1.285698 -1.977817 0.8 -0.6 0.0 0.12
```
Forces are in eV/Å.

Properties
LUMO = 0.7 eV
Orbital gap = 9.66 eV
Highest occupied orbital energy = -9.0 eV
Relative energy (zero: lowest compared OMol25 entry of this formula, charge and spin) = 97.3 kcal per mole
SMILES = C=NC.CC=O
F_max = 3.677 eV/Å

=====

Entry 6:
A molecular structure, C4H9NO at a distorted geometry, computed with ωB97M-V/def2-TZVPD.

```
15
Properties=species:S:1:pos:R:3:forces:R:3:nbo_charge:R:1
C 0.417538 -1.339072 0.500952 0.6 1.9 -4.1 -0.64
C 0.222311 0.282978 0.354715 -3.9 -2.0 2.3 0.16
C 0.148556 0.795464 -1.053319 4.0 4.3 0.8 -0.21
C -0.012802 0.979152 1.684611 -0.1 -4.5 0.0 -0.13
H -0.675051 -1.708343 -0.213860 3.8 0.5 2.9 0.23
H 1.441685 -1.384614 -0.129059 -2.2 -1.2 1.2 0.20
H 0.594547 -1.752708 1.527462 -0.7 0.6 -1.1 0.23
H -0.314405 2.008966 -1.160433 1.6 -3.8 0.6 0.22
H 1.304800 0.777264 -1.289222 -1.9 0.7 -0.5 0.17
H -0.197512 -1.078458 -1.785541 -0.6 2.5 -0.6 0.37
H -1.638716 -0.041720 -1.876447 4.1 0.1 0.2 0.37
H 0.043505 2.020167 2.055393 -0.3 -0.6 -1.0 0.22
H 0.300494 0.093755 2.503550 -1.1 3.0 -1.7 0.19
N -0.478083 -0.044233 -1.930655 -4.9 -3.7 -2.0 -0.84
O -1.156869 0.391402 0.811854 1.3 2.2 3.0 -0.54
```
Forces are in eV/Å.

Properties
LUMO = 0.9 eV
Orbital gap = 10.00 eV
Highest occupied orbital energy = -9.1 eV
Relative energy (zero: lowest compared OMol25 entry of this formula, charge and spin) = 146.7 kcal per mole
F_max = 6.446 eV/Å

=====

Entry 7:
C4H9NO in the gas phase at a distorted geometry, computed with ωB97M-V/def2-TZVPD.

```
15
Properties=species:S:1:pos:R:3:forces:R:3:nbo_charge:R:1
C -0.359124 -0.584965 -1.647554 -0.1 -0.5 0.8 -0.61
C 0.096522 -0.282227 -0.212028 0.8 1.9 0.1 -0.30
C -0.261910 -1.208026 0.976402 -0.9 -0.7 -1.7 -0.60
C -0.181816 1.152470 0.271468 -0.9 -1.9 -0.5 0.69
N 0.902690 1.647149 0.943799 -0.4 2.0 1.3 -0.86
O -1.298680 1.630594 0.293364 0.6 0.2 0.1 -0.60
H 0.144616 -0.005456 -2.410870 0.3 0.6 0.2 0.21
H -1.431610 -0.433439 -1.822655 0.2 -0.5 0.2 0.23
H 0.013560 -1.594581 -1.817150 -0.7 -0.4 -0.3 0.21
H 1.184873 -0.323586 -0.194035 0.3 -0.2 -0.4 0.19
H -0.201026 -2.211242 0.456358 0.2 0.6 1.6 0.21
H 0.337850 -0.989836 1.865357 0.5 -0.5 -0.5 0.23
H -1.279690 -1.075933 1.335285 -0.3 0.0 -0.4 0.22
H 1.759366 1.844094 0.444498 -0.1 -0.4 0.0 0.40
H 0.574375 2.434983 1.517765 0.6 -0.1 -0.5 0.39
```
Forces are in eV/Å.

Properties
LUMO = 0.9 eV
Orbital gap = 10.53 eV
Highest occupied orbital energy = -9.6 eV
Relative energy (zero: lowest compared OMol25 entry of this formula, charge and spin) = 19.6 kcal per mole
SMILES = CC(C)C(N)=O
F_max = 2.354 eV/Å

=====

Entry 8:
C4H9NO in the gas phase at a distorted geometry, computed with ωB97M-V/def2-TZVPD.

```
15
Properties=species:S:1:pos:R:3:forces:R:3:nbo_charge:R:1
C 1.290514 -1.871149 0.001050 0.7 1.3 0.2 -0.64
C -0.114058 -1.699533 -0.565131 -0.2 -1.2 0.2 -0.22
N -0.844835 -0.549623 -0.087784 -0.1 0.4 -0.3 -0.63
C -0.532022 0.711967 -0.739235 -0.6 -0.8 0.1 -0.34
C -0.094661 1.801200 0.186092 0.1 0.1 0.1 0.43
O 0.053180 1.644562 1.369562 0.1 0.0 0.1 -0.53
H 1.717099 -0.877967 0.192650 -0.1 0.1 0.0 0.20
H 2.049908 -2.294368 -0.659893 -0.4 -0.6 0.0 0.22
H 1.267659 -2.336556 0.985589 0.1 -0.3 -0.2 0.21
H -0.692885 -2.574210 -0.255660 0.0 -0.1 -0.1 0.19
H -0.123872 -1.767831 -1.655065 0.0 0.4 0.0 0.19
H -0.793210 -0.469748 0.921273 0.1 0.1 -0.1 0.38
H 0.172400 0.538254 -1.557887 0.2 0.3 0.1 0.22
H -1.442354 1.089832 -1.222561 0.0 0.2 -0.1 0.21
H 0.014496 2.806601 -0.268452 0.1 -0.1 0.0 0.11
```
Forces are in eV/Å.

Properties
LUMO = 1.0 eV
Orbital gap = 9.87 eV
Highest occupied orbital energy = -8.8 eV
Relative energy (zero: lowest compared OMol25 entry of this formula, charge and spin) = 38.5 kcal per mole
SMILES = CCNCC=O
F_max = 1.513 eV/Å

=====

> What is the formula in the third record?

C4H9NO

=====

> What is the orbital gap in the sixth record?

10.00 eV

=====

> highest occupied orbital energy of number 6 (C4H9NO)?

-9.1 eV

=====

> Which formula does entry 7 have?

C4H9NO